A cluster of 3 separate species, C28H58N7O6S2 in total, computed with ωB97M-V/def2-TZVPD.

```
101
C28H58N7O6S2 (ωB97M-V/def2-TZVPD)
C -5.691 1.888 -0.107
C -4.857 2.177 -1.489
C -3.775 1.000 -1.894
N -2.543 0.956 -1.013
C -1.229 0.605 -1.730
C -0.927 -1.002 -1.386
C 0.187 -1.313 -0.213
C 1.555 -0.414 -0.319
C 1.658 0.795 0.811
O 3.089 1.081 1.159
N -2.318 -1.418 -0.863
C -2.362 -2.781 -0.170
C -3.876 -3.422 -0.361
C -4.569 -3.941 1.031
S -3.563 -5.180 2.010
C -2.344 -4.357 3.169
S -0.688 -4.864 3.078
N -2.649 -3.299 4.206
C -1.770 -2.938 5.417
C -2.498 -1.695 6.266
N -3.779 -1.332 5.517
C -3.777 -2.302 4.355
C -2.681 -0.210 -0.010
N -3.064 -0.109 1.310
O -3.354 1.047 1.956
H -5.538 0.756 0.224
H -6.835 2.189 -0.178
H -5.190 2.531 0.752
H -5.634 2.237 -2.383
H -4.345 3.232 -1.381
H -3.404 1.240 -2.997
H -4.358 -0.037 -1.892
H -0.481 1.333 -1.155
H -1.158 0.946 -2.849
H -0.774 -1.604 -2.406
H 0.507 -2.444 -0.307
H -0.221 -1.179 0.887
H 2.517 -1.097 -0.150
H 1.573 0.089 -1.385
H 1.180 1.761 0.334
H 1.100 0.557 1.812
H 3.161 2.019 1.549
H -1.637 -3.495 -0.791
H -2.023 -2.699 0.949
H -4.550 -2.517 -0.750
H -3.937 -4.238 -1.214
H -4.916 -2.994 1.624
H -5.571 -4.507 0.710
H -0.753 -3.400 5.765
H -2.117 -1.181 7.261
H -4.695 -2.188 3.638
H -3.146 -0.997 1.882
H -2.981 1.843 1.472
C 8.560 -3.003 2.499
O 7.774 -4.143 2.819
C 7.218 -4.096 4.139
C 5.695 -3.899 4.079
N 5.347 -2.551 3.622
C 3.930 -2.387 3.282
C 3.374 -3.239 2.122
O 3.900 -2.888 0.840
C 5.149 -3.489 0.531
H 9.083 -3.204 1.559
H 7.929 -2.122 2.357
H 9.308 -2.811 3.273
H 7.698 -3.333 4.763
H 7.423 -5.071 4.596
H 5.273 -4.061 5.076
H 5.292 -4.663 3.408
H 5.893 -2.330 2.798
H 3.791 -1.331 3.021
H 3.328 -2.570 4.182
H 2.297 -3.037 2.064
H 3.464 -4.315 2.303
H 5.258 -4.482 0.975
H 5.962 -2.835 0.841
H 5.213 -3.591 -0.556
C -1.944 3.027 -5.740
O -1.387 3.089 -4.434
C 0.045 3.130 -4.430
C 0.547 4.511 -3.980
N 0.278 5.535 -4.994
C 0.480 6.908 -4.519
C -0.418 7.400 -3.365
O -1.796 7.541 -3.722
C -2.550 6.341 -3.645
H -3.014 2.819 -5.644
H -1.827 3.981 -6.260
H -1.489 2.221 -6.324
H 0.470 2.845 -5.399
H 0.375 2.387 -3.695
H 1.625 4.460 -3.798
H 0.050 4.749 -3.035
H -0.682 5.450 -5.303
H 0.312 7.565 -5.380
H 1.532 7.031 -4.230
H -0.077 8.408 -3.101
H -0.308 6.802 -2.454
H -2.200 5.674 -2.853
H -2.542 5.835 -4.609
H -3.589 6.610 -3.432
```

For the HOMO energy, the calculation gives -10.307 eV. Its net charge is +1. The calculation puts the frontier orbital gap at 0.2308 hartree. Its LUMO energy is -4.03 eV. For the total energy, the calculation gives -74339.1266 eV.



A structure of composition C28H58O26V, computed with ωB97M-V/def2-TZVPD.

```
113
C28H58O26V (ωB97M-V/def2-TZVPD)
V -2.391 2.857 1.262
C -2.531 3.631 -2.514
C -3.778 3.727 -1.645
O -3.613 3.297 -0.359
H -1.988 2.694 -2.356
H -1.826 4.454 -2.355
H -2.819 3.642 -3.571
H -4.603 3.178 -2.140
H -4.160 4.769 -1.716
C 0.757 0.169 -0.471
C 0.179 1.582 -0.440
O -0.798 1.680 0.517
H -0.041 -0.571 -0.532
H 1.302 -0.022 0.460
H 1.488 -0.003 -1.266
H -0.159 1.847 -1.463
H 1.037 2.251 -0.210
C -6.261 -4.074 -2.309
O -5.343 -3.179 -2.926
C -4.956 -2.152 -2.179
O -5.420 -1.848 -1.113
O -3.939 -1.562 -2.792
C -3.481 -0.330 -2.285
H -6.395 -4.910 -2.992
H -7.205 -3.581 -2.093
H -5.826 -4.523 -1.413
H -2.411 -0.401 -2.085
H -3.969 -0.085 -1.341
H -3.624 0.532 -2.936
C 1.469 -3.209 0.278
O 1.456 -4.441 1.034
C 2.525 -5.207 0.864
O 3.455 -4.977 0.139
O 2.377 -6.299 1.608
C 3.418 -7.278 1.487
H 0.565 -2.739 0.637
H 1.345 -3.513 -0.764
H 2.377 -2.616 0.331
H 3.150 -8.049 2.200
H 4.375 -6.844 1.788
H 3.526 -7.601 0.454
C 5.443 2.547 -1.262
O 6.052 1.284 -1.470
C 5.227 0.333 -1.904
O 4.031 0.349 -1.803
O 5.959 -0.654 -2.396
C 5.272 -1.599 -3.219
H 5.085 2.974 -2.199
H 6.207 3.218 -0.870
H 4.649 2.511 -0.515
H 5.137 -1.178 -4.225
H 4.234 -1.719 -2.907
H 5.862 -2.502 -3.277
C 1.084 3.071 3.052
O 0.351 3.015 4.291
C -0.890 2.588 4.176
O -1.388 2.236 3.127
O -1.545 2.547 5.312
C -0.975 3.115 6.506
H 2.032 3.560 3.263
H 0.530 3.635 2.307
H 1.287 2.064 2.691
H 0.043 2.763 6.664
H -1.652 2.839 7.301
H -0.883 4.195 6.379
C -3.424 6.921 0.944
O -2.093 6.942 0.427
C -1.352 5.880 0.577
O -1.649 4.919 1.270
O -0.231 6.019 -0.081
C 0.522 4.851 -0.390
H -3.983 7.649 0.359
H -3.439 7.345 1.952
H -3.861 5.928 0.903
H 1.144 4.527 0.442
H 1.141 5.096 -1.249
H -0.117 4.018 -0.682
C -1.815 -2.833 -0.366
O -1.790 -3.534 0.846
C -2.158 -4.809 0.794
O -2.579 -5.397 -0.160
O -1.953 -5.338 1.998
C -2.098 -6.745 2.104
H -2.629 -3.058 -1.045
H -0.878 -2.946 -0.918
H -1.782 -1.757 -0.195
H -1.611 -7.025 3.035
H -1.553 -7.249 1.305
H -3.142 -7.049 2.107
C 0.493 -0.798 3.479
O 0.745 -1.890 4.364
C -0.116 -2.029 5.354
O -1.097 -1.367 5.561
O 0.278 -3.054 6.101
C -0.601 -3.435 7.149
H 1.300 -0.776 2.751
H 0.451 0.136 4.034
H -0.418 -0.988 2.912
H -0.718 -2.613 7.854
H -0.128 -4.298 7.604
H -1.586 -3.717 6.777
C 1.775 2.026 -3.952
O 2.287 2.596 -5.150
C 3.024 1.783 -5.899
O 3.347 0.665 -5.603
O 3.336 2.419 -7.024
C 3.823 1.598 -8.061
H 1.449 0.990 -4.016
H 0.921 2.629 -3.658
H 2.565 2.064 -3.200
H 4.776 1.130 -7.836
H 3.940 2.206 -8.960
H 3.065 0.877 -8.378
```

For the HOMO energy (spin up / spin down), the calculation gives -7.297 / -8.094 eV. Its net charge is 0. The calculation puts the frontier orbital gap (spin up / spin down) at 0.2750 / 0.3011 hartree. Its LUMO energy (spin up / spin down) is 0.19 / 0.10 eV. For the total energy, the calculation gives -108897.9600 eV. Its expectation value of S² is 3.755. Its multiplicity is 4. For the relative energy (zero: lowest compared OMol25 entry of this formula, charge and spin), the calculation gives 0.242 eV.